i) {"formula": "C6H16N2", "method": "ωB97M-V/def2-TZVPD", "e_lumo_ev": -1.55, "orbital_gap_ha": 0.26242, "elements": ["C", "N", "C", "C", "C", "N", "C", "C", "H", "H", "H", "H", "H", "H", "H", "H", "H", "H", "H", "H", "H", "H", "H", "H"], "positions_angstrom": [[0.62158, -2.44906, -0.54481], [1.23760, -1.25047, -0.29540], [-1.41518, 0.70062, -0.19310], [-0.38705, 1.57166, -0.94854], [0.92412, 1.73690, -0.19014], [2.03273, 1.91792, -1.15372], [-1.84069, 1.14642, 1.21439], [0.22985, -2.90923, 0.89780], [-0.24099, -2.39054, -1.22532], [1.33094, -3.21200, -0.92174], [-0.90037, -0.25923, -0.08403], [-2.26716, 0.41202, -0.80729], [-0.11344, 0.96472, -1.80005], [-0.79319, 2.56451, -1.15365], [0.91988, 2.60406, 0.48661], [1.11630, 0.88558, 0.46675], [2.85256, 2.19873, -0.62894], [2.21568, 0.99226, -1.53459], [-2.68383, 0.48834, 1.46477], [-1.07190, 1.04284, 1.99697], [-2.09930, 2.20954, 1.26415], [-0.54459, -2.29746, 1.36441], [-0.24221, -3.87882, 0.82271], [1.11863, -2.78930, 1.50274]]}

ii) {"formula": "C6H16N2", "method": "ωB97M-V/def2-TZVPD", "e_lumo_ev": 1.08, "smiles": "CCCCCNCN", "orbital_gap_ha": 0.35534, "elements": ["C", "C", "C", "C", "C", "N", "C", "N", "H", "H", "H", "H", "H", "H", "H", "H", "H", "H", "H", "H", "H", "H", "H", "H"], "positions_angstrom": [[2.85604, -1.39935, 0.57295], [2.54411, 0.08248, 0.30349], [1.39698, 0.54637, 1.25781], [0.18111, -0.38738, 1.49348], [-0.63315, -0.61656, 0.24133], [-1.52164, 0.48101, -0.16823], [-1.72798, 0.69794, -1.58604], [-3.16395, 0.65304, -1.95302], [2.51611, -2.05155, -0.22941], [3.94128, -1.56759, 0.48782], [2.66136, -1.68756, 1.60141], [3.38126, 0.76765, 0.41737], [2.17133, 0.24285, -0.71173], [1.04917, 1.53805, 0.97915], [1.92272, 0.62520, 2.21946], [0.48938, -1.36670, 1.84264], [-0.35364, 0.21471, 2.23222], [-1.26675, -1.50065, 0.40915], [0.00266, -0.87688, -0.61223], [-1.22355, 1.32799, 0.29487], [-1.41740, 1.68748, -1.91105], [-1.23329, -0.05137, -2.20344], [-3.56392, -0.26456, -1.79898], [-3.61434, 1.38335, -1.42632]]}

The least stable of the structures above is i), whereas ii) is the most stable.